Computed, not measured: a 2-piece molecular cluster, C4H11N3O2 overall, with ωB97M-V/def2-TZVPD.

Bonds (Å) are listed after each position.
Atoms and positions in Å:
1 O -1.84 -1.44 -0.13  C8 1.375, H18 0.970
2 O -2.90 -1.83 1.75  C8 1.193
3 N 1.60 1.29 -0.53  C6 1.255, C7 1.440
4 N -0.63 1.06 -1.22  C6 1.370, H12 1.001, H14 1.000
5 N 1.09 1.46 -2.74  C6 1.400, H15 1.007, H16 1.006
6 C 0.70 1.32 -1.40  N3 1.255, N4 1.370, N5 1.400
7 C 1.34 1.23 0.89  N3 1.440, H11 1.099, H13 1.085, H20 1.094
8 C -1.85 -1.88 1.18  O1 1.375, O2 1.193, C9 1.491
9 C -0.49 -2.15 1.72  C8 1.491, H10 1.093, H17 1.089, H19 1.083
10 H 0.18 -2.51 0.94  C9 1.093
11 H 0.32 1.56 1.14  C7 1.099
12 H -0.87 0.82 -0.28  N4 1.001
13 H 1.98 1.93 1.40  C7 1.085
14 H -1.26 1.05 -2.00  N4 1.000
15 H 2.10 1.47 -2.78  N5 1.007
16 H 0.61 2.03 -3.41  N5 1.006
17 H -0.49 -2.90 2.51  C9 1.089
18 H -0.97 -1.48 -0.55  O1 0.970
19 H -0.09 -1.27 2.22  C9 1.083
20 H 1.45 0.21 1.28  C7 1.094

Calculated values
gap between HOMO and LUMO: 9.3 eV
ΔE to the lowest compared entry with this formula, charge and spin: 1.034 eV
LUMO energy: 0.6 eV
SMILES: CN=C(N)N.CC(=O)O
E_HOMO: -8.69 eV